Computed, not measured: a molecular structure, C16H38N2O4S4Ti, with ωB97M-V/def2-TZVPD.

The calculation puts the total energy at -94818.8847 eV. For the HOMO energy (spin up / spin down), the calculation gives -10.68 / -10.70 eV. The calculation puts the frontier orbital gap (spin up / spin down) at 6.199 / 7.381 eV. Its expectation value of S² is 3.7504. The lowest unoccupied orbital energy (spin up / spin down) comes out at -0.165 / -0.122 hartree.

```
! RIJCOSX wB97M-V def2-TZVPD def2/J DEFGRID3
* xyz 1 4
Ti 24.604 15.334 -5.305
S 18.776 13.967 -3.741
S 28.817 19.187 -5.772
S 23.111 12.092 -10.317
S 21.330 20.055 -7.504
O 20.273 13.762 -3.983
O 28.399 17.833 -6.349
O 23.557 12.995 -9.206
O 22.117 19.223 -6.472
N 25.324 15.252 0.080
N 28.329 11.511 -6.447
C 29.432 18.815 -4.051
C 22.505 21.274 -8.281
C 18.178 12.232 -3.476
C 30.008 10.152 -9.328
C 29.677 11.461 -8.705
C 21.821 10.855 -9.770
C 21.967 12.972 -11.449
C 30.526 19.554 -6.478
C 27.169 14.146 3.232
C 25.013 14.800 1.089
C 25.763 13.421 3.022
C 24.612 14.221 2.371
C 28.941 11.477 -7.425
C 18.447 14.422 -1.958
C 20.853 18.867 -8.855
C 28.865 9.161 -9.795
H 17.151 12.072 -3.148
H 30.598 12.023 -8.554
H 21.948 21.714 -9.108
H 25.879 12.500 2.450
H 24.340 14.980 3.105
H 21.040 11.268 -9.131
H 31.044 18.596 -6.417
H 21.622 12.362 -12.283
H 26.910 15.102 3.686
H 22.801 22.030 -7.555
H 30.076 19.654 -3.787
H 18.873 13.671 -1.293
H 20.991 19.287 -9.851
H 21.091 13.260 -10.868
H 21.371 10.276 -10.576
H 27.654 14.308 2.269
H 23.664 13.690 2.285
H 17.364 14.521 -1.885
H 30.563 19.843 -7.528
H 19.801 18.655 -8.665
H 30.454 10.382 -10.296
H 27.921 13.711 3.890
H 18.344 11.743 -4.436
H 28.206 8.775 -9.017
H 29.244 8.304 -10.351
H 31.022 20.350 -5.923
H 22.257 10.112 -9.103
H 21.437 17.962 -8.681
H 30.800 9.628 -8.793
H 18.865 11.704 -2.815
H 28.265 9.664 -10.553
H 25.400 13.046 3.979
H 28.950 11.988 -9.323
H 18.721 15.406 -1.579
H 23.419 20.795 -8.632
H 28.594 18.940 -3.365
H 22.311 13.933 -11.831
H 29.908 17.834 -4.039
*
```

Mulliken population analysis, charges in e, atoms 1 to 6: Ti 1.052; S 0.480; S 0.477; S 0.472; S 0.481; O -0.620